Record 1
One molecule with the formula C21H32N4O3. Source: the Open Molecules 2025 dataset; level of theory: wB97M-V/def2-TZVPD.

Properties
Structure (SMILES): CCCCC/C=C/CC(=O)N1CC[C@@H]2C[C@]2(C(=O)NCc2nc(C)no2)CC1
Total charge: 0
Orbital gap (eV): 9.915
LUMO level (eV): 0.68
Energy relative to the best compared isomer or geometry (same formula, charge and spin) (kcal/mol): 75.1
E_HOMO (eV): -9.2357

Cartesian coordinates (Å):
C -6.177299 2.650413 -1.019011
C -4.665228 2.800923 -1.124597
C -3.912059 1.783383 -0.277214
C -2.398379 1.924812 -0.373724
C -1.668770 0.900788 0.483668
C -0.169465 0.945415 0.417450
C 0.553926 1.895295 -0.159153
C 2.051372 1.888124 -0.203539
C 2.632789 3.270880 0.079629
O 1.953627 4.271168 -0.075347
N 3.940822 3.342084 0.457499
C 4.549038 4.658623 0.638791
C 5.588374 4.644849 1.754956
C 5.003184 4.131278 3.042516
C 5.755280 3.251222 3.972731
C 4.615291 2.661664 3.165074
C 3.345589 2.521609 3.957770
O 3.172800 3.123681 5.005554
N 2.354135 1.745466 3.441646
C 1.139855 1.553183 4.203306
C 0.406626 0.343249 3.742526
N -0.862239 0.117942 3.787395
C -0.952836 -1.156873 3.269730
C -2.240594 -1.877709 3.112951
N 0.185158 -1.671183 2.916300
O 1.111601 -0.673931 3.246047
C 4.936716 1.670733 2.050674
C 4.819217 2.198494 0.600773
H -6.698564 3.386890 -1.631457
H -6.494995 1.658561 -1.347563
H -6.510863 2.778574 0.012850
H -4.355831 2.697659 -2.169206
H -4.372157 3.809513 -0.817886
H -4.220270 1.886460 0.769393
H -4.204027 0.772177 -0.584064
H -2.086319 1.820134 -1.417866
H -2.112023 2.935021 -0.064892
H -1.974242 1.019359 1.529609
H -1.994780 -0.105590 0.193282
H 0.347660 0.112646 0.893525
H 0.079407 2.736649 -0.648473
H 2.448004 1.120358 0.462929
H 2.389485 1.626222 -1.214138
H 5.004622 4.991316 -0.300760
H 3.745845 5.354293 0.872476
H 6.464157 4.055689 1.473174
H 5.948704 5.665476 1.901530
H 4.290891 4.796691 3.516038
H 6.747694 2.936963 3.673352
H 5.592171 3.371618 5.033331
H 2.502646 1.182123 2.625903
H 1.396108 1.441504 5.259756
H 0.466781 2.408276 4.129307
H -2.076414 -2.844693 2.644266
H -2.705955 -2.021777 4.087686
H -2.920333 -1.284783 2.501791
H 5.947589 1.283415 2.192546
H 4.301947 0.788430 2.157817
H 4.501704 1.395537 -0.060769
H 5.801588 2.498085 0.234613

Atoms 1-6, force components in eV/Å:
0.001 0.001 -0.001
-0.001 0.001 0.003
0.003 0.000 -0.009
-0.007 0.029 0.049
0.006 -0.045 -0.098
0.036 0.017 0.085

Results of the natural (NBO) charge analysis, in e, for atoms 1 through 8: atom 1 (C): -0.601, atom 2 (C): -0.389, atom 3 (C): -0.386, atom 4 (C): -0.398, atom 5 (C): -0.428, atom 6 (C): -0.176, atom 7 (C): -0.181, atom 8 (C): -0.531

=====

Record 2
C21H33As2F21N6NiO9S3 as an isolated structure. Source: the Open Molecules 2025 dataset; level of theory: wB97M-V/def2-TZVPD.

Properties
Total charge: 0
Multiplicity: 3
Orbital gap (alpha / beta) (eV): 9.518 / 9.516
LUMO level (alpha / beta) (eV): 0.16 / 0.16
E_HOMO (alpha / beta) (eV): -9.3608 / -9.3592

Cartesian coordinates (Å):
Ni 10.220903 13.867615 13.263541
C 9.730123 20.189218 10.511672
C 8.834709 19.587353 11.634789
N 9.114712 20.135612 12.965206
C 9.078019 21.403824 13.407909
C 9.423911 21.468910 14.705288
N 9.602324 20.134354 15.083350
C 9.360212 19.375461 14.015482
C 9.933787 19.719190 16.440387
H 9.760425 21.297136 10.559417
H 9.419812 19.840366 9.509412
H 10.712370 19.788291 10.711547
H 8.842802 18.516963 11.790801
H 7.838159 19.825146 11.318661
H 8.769168 22.179430 12.731858
H 9.443910 22.310397 15.370728
H 9.569976 18.322781 13.933187
H 10.685369 20.400166 16.853530
H 10.426647 18.772527 16.410834
H 9.067783 19.567771 17.118029
C 8.232893 8.398663 10.199164
C 8.405735 9.744267 10.819836
N 9.845868 9.925599 10.917522
C 10.645450 9.414011 11.969740
C 11.977032 9.583648 11.599696
N 11.986701 10.246118 10.430671
C 10.702883 10.527211 10.108177
C 13.149023 10.792327 9.777834
H 8.609072 7.603809 10.829195
H 8.774055 8.324107 9.306704
H 7.206254 8.279390 9.857299
H 8.034716 9.913965 11.845439
H 7.966681 10.611316 10.300282
H 10.214387 8.994408 12.844946
H 12.833567 9.225336 12.148518
H 10.353114 10.953372 9.216421
H 12.822954 11.237896 8.794929
H 13.927595 10.007830 9.601459
H 13.679059 11.574907 10.296901
C 13.020379 11.178313 17.418886
C 13.531505 12.415619 18.026082
N 12.456578 13.411322 18.122492
C 12.648168 14.740461 18.083029
C 11.452789 15.375495 18.030502
N 10.501597 14.371554 17.886485
C 11.163361 13.203333 17.898130
C 9.046108 14.538346 17.528994
H 13.865915 10.549270 17.187118
H 12.528659 11.317556 16.435788
H 12.395043 10.548026 18.060799
H 14.369654 12.919400 17.433779
H 13.882426 12.238507 19.084514
H 13.661885 15.125979 18.131903
H 11.107956 16.376795 17.976403
H 10.750727 12.258983 17.650861
H 8.990464 14.611153 16.450286
H 8.735031 15.529290 17.888798
H 8.487748 13.614418 17.822572
C 9.715370 15.481618 9.128235
F 10.262504 16.453966 9.815064
F 8.438346 15.786320 8.824163
F 10.283712 15.422306 7.907783
S 9.818498 13.808889 10.095613
O 11.030156 13.136233 9.809579
O 9.882268 14.332545 11.459023
O 8.589905 13.163074 9.761740
C 6.410901 15.645414 15.090473
F 5.454132 16.547588 14.956142
F 7.017358 15.994681 16.288118
F 5.866232 14.454479 15.361830
S 7.478032 15.655039 13.614634
O 6.600348 15.093216 12.616643
O 7.878170 17.002974 13.490605
O 8.574936 14.734555 14.032401
C 7.839890 11.295314 15.038618
F 7.070544 12.397042 14.940993
F 7.810953 10.954660 16.348076
F 7.373189 10.255569 14.354786
S 9.500393 11.557678 14.549575
O 9.985212 10.222049 14.865161
O 9.385554 11.929812 13.109998
O 10.056912 12.661402 15.286758
As 12.117803 16.854566 13.946137
F 11.579818 15.184547 13.599508
F 13.096072 16.204316 15.224397
F 12.576251 18.484632 14.384264
F 11.086586 17.417211 12.661320
F 10.757170 16.916108 15.000172
F 13.490755 16.702587 12.953922
As 13.428570 12.470358 13.708597
F 12.002271 12.839232 12.640590
F 14.303106 13.870419 13.104949
F 14.645866 12.136163 14.884337
F 12.622243 10.997027 14.016892
F 14.383141 11.549758 12.619691
F 12.696508 13.426632 14.933301

Atoms 1-6, force components in eV/Å:
-0.443 -1.129 0.303
0.120 -0.648 0.897
-0.101 0.717 -1.090
-0.525 -0.852 0.369
-0.182 2.214 -1.043
-0.436 -0.997 -0.021

Results of the Mulliken charge analysis, in e, for atoms 1 through 8: atom 1 (Ni): 4.609, atom 2 (C): -1.218, atom 3 (C): -0.183, atom 4 (N): 0.396, atom 5 (C): -0.227, atom 6 (C): -0.781, atom 7 (N): 0.398, atom 8 (C): 0.459

=====

Record 3
C21H33As3BeBr as an isolated structure. Source: the Open Molecules 2025 dataset; level of theory: wB97M-V/def2-TZVPD.

Properties
Total charge: +1
Orbital gap (eV): 6.685
LUMO level (eV): -3.82
Energy relative to the best compared isomer or geometry (same formula, charge and spin) (kcal/mol): 42.2
E_HOMO (eV): -10.5068

Cartesian coordinates (Å):
Be -0.713471 -1.102948 0.233201
C 2.377685 -2.076083 1.563096
As 1.392262 -0.902874 0.364213
C 2.631108 -1.235778 -1.138782
C 2.306310 0.708815 0.966527
C 1.733189 2.051961 0.505796
C 2.654498 3.094473 1.223197
C 0.295853 2.244126 1.002533
As -1.146862 1.038055 0.367478
C -2.409907 1.498183 1.811065
C -1.989122 2.085820 -1.055947
C 1.930704 2.260802 -1.010248
As 1.844063 4.240762 -1.607399
C 3.487865 4.228826 -2.812009
C 0.318773 4.334359 -2.859627
H 3.475113 -1.923179 1.588863
H 2.141257 -3.162985 1.323739
H 2.002572 -1.915500 2.614658
H 3.620995 -0.808514 -0.939676
H 2.240395 -0.813371 -2.099472
H 2.681335 -2.343956 -1.262268
H 3.334544 0.564127 0.643758
H 2.284899 0.598230 2.085002
H 2.815934 2.802166 2.259990
H 2.336656 4.160744 1.221680
H 3.622754 3.111379 0.716415
H -0.048027 3.293526 0.896300
H 0.249966 2.119578 2.091448
H -1.807136 1.801080 2.700801
H -3.004031 0.697978 2.193855
H -3.062678 2.308498 1.504737
H -1.898120 3.169815 -0.844908
H -3.041974 1.771445 -1.058795
H -1.495009 1.857806 -1.970584
H 1.055754 1.776241 -1.487965
H 2.867020 1.792312 -1.401706
H 4.407569 3.843686 -2.264961
H 3.529114 5.226767 -3.114263
H 3.280018 3.609166 -3.659106
H -0.490545 4.873892 -2.410228
H 0.010950 3.351269 -3.157293
H 0.716486 4.842084 -3.781209
Br -4.072175 -0.804800 0.178461
C -3.678311 -2.436357 1.054990
C -4.694391 -3.008526 1.828685
C -4.638612 -4.382819 2.109961
C -3.656113 -5.174280 1.555310
C -2.600286 -4.636845 0.773096
C -1.742141 -5.483740 0.023288
C -0.688876 -4.957927 -0.722169
C -0.519751 -3.559226 -0.763470
C -1.332519 -2.681893 -0.056203
C -2.490365 -3.189340 0.616567
H -5.535383 -2.399526 2.054947
H -5.413330 -4.908470 2.689319
H -3.675106 -6.253025 1.664935
H -1.912380 -6.560904 -0.002727
H -0.052741 -5.514965 -1.445434
H 0.163723 -3.120133 -1.501451

Atoms 1-6, force components in eV/Å:
-0.980 -0.656 -0.774
-0.787 -1.568 1.475
3.793 -0.590 -0.253
-1.061 -0.700 -1.453
-0.990 -0.108 1.001
1.367 1.262 0.597

Results of the natural (NBO) charge analysis, in e, for atoms 1 through 8: atom 1 (Be): 1.396, atom 2 (C): -0.947, atom 3 (As): 0.716, atom 4 (C): -0.903, atom 5 (C): -0.676, atom 6 (C): -0.106, atom 7 (C): -0.618, atom 8 (C): -0.697

=====

F_max for every record listed, in sequence, given in hartree/bohr: 0.002 0.075 0.075.
M for every record listed, in sequence, given in g mol⁻¹: 388.512 1217.224 599.177.
E for every record listed, in sequence, given in eV: -34398.807 -301982.058 -275264.588.